# 1
DFT (ωB97M-V with the def2-TZVPD basis set) results for a molecular structure, C40H48FLuN7O7S in a non-equilibrium geometry.

Positions of all 105 atoms, in Å:
Lu: -0.0018 1.9507 1.0881
C: -1.5344 6.1467 1.3629
C: -0.6034 4.9962 1.6575
O: -0.8142 3.9095 0.9949
C: 0.3628 5.1627 2.6228
C: 1.1921 4.1340 3.1601
C: 2.2255 4.4935 4.1874
N: 1.0258 2.8904 2.8068
N: 1.7803 1.9419 3.4880
C: 1.4737 0.7211 3.1888
O: 0.4814 0.3683 2.3859
C: 2.2415 -0.3552 3.8612
C: 1.9922 -1.6839 3.5334
C: 2.7003 -2.7073 4.1477
C: 3.6631 -2.4120 5.1005
C: 3.9156 -1.0854 5.4321
C: 3.2130 -0.0637 4.8176
H: -1.7865 6.1757 0.3026
H: -1.1037 7.0999 1.6612
H: -2.4577 5.9920 1.9273
H: 0.4723 6.1507 3.0461
H: 2.3783 5.5698 4.2236
H: 3.1607 3.9915 3.9452
H: 1.9114 4.1422 5.1715
H: 1.2417 -1.9083 2.7860
H: 2.5006 -3.7382 3.8816
H: 4.2165 -3.2072 5.5837
H: 4.6698 -0.8486 6.1719
H: 3.4084 0.9706 5.0617
C: -2.5060 -0.4603 0.7782
O: -2.2677 0.9286 0.9537
C: -3.1629 1.7840 0.2550
C: -2.7388 1.9951 -1.1881
O: -1.4124 2.4929 -1.2362
C: -1.2662 3.7305 -1.9084
H: -2.3105 -0.7801 -0.2468
H: -3.5379 -0.6950 1.0536
H: -1.8200 -0.9755 1.4479
H: -3.1239 2.7348 0.7864
H: -4.1811 1.3833 0.2924
H: -3.4372 2.6913 -1.6607
H: -2.7746 1.0464 -1.7362
H: -1.5266 3.6283 -2.9673
H: -0.2230 4.0212 -1.8105
H: -1.8888 4.5046 -1.4538
F: -1.6305 -0.9047 -5.4387
C: -0.5017 -1.1124 -4.7153
C: -0.4371 -0.6087 -3.4467
C: 0.7294 -0.7364 -2.6965
C: 0.8370 -0.1148 -1.3742
O: -0.1559 0.2426 -0.7324
C: 2.1861 0.0204 -0.8903
C: 3.1698 -0.7292 -1.4238
N: 2.9954 -1.5307 -2.5195
C: 4.0278 -2.4740 -2.8743
C: 4.4911 -3.4216 -1.8106
C: 3.6589 -3.9261 -2.9497
C: 1.8244 -1.4253 -3.2460
C: 1.7173 -1.9639 -4.5322
C: 0.5701 -1.8021 -5.2932
N: 0.5465 -2.3282 -6.6103
C: -0.7053 -2.6015 -7.2853
C: -0.4880 -3.7241 -8.2899
N: 0.5865 -3.3150 -9.2588
C: 1.8606 -2.9602 -8.5461
C: 1.5582 -1.8633 -7.5396
C: 2.4696 1.0490 0.1871
O: 3.3372 0.8291 1.0060
O: 1.7529 2.1163 0.0371
H: -1.2723 -0.0643 -3.0249
H: 4.1586 -0.7278 -0.9825
H: 4.7705 -2.0928 -3.5668
H: 4.0244 -3.3474 -0.8379
H: 5.5402 -3.6777 -1.7837
H: 2.6293 -4.1868 -2.7443
H: 4.1335 -4.5388 -3.7038
H: 2.5474 -2.5221 -4.9426
H: -1.1014 -1.7172 -7.8086
H: -1.4577 -2.9268 -6.5734
H: -1.3965 -3.9341 -8.8516
H: -0.1471 -4.6268 -7.7869
H: 0.2621 -2.4936 -9.7758
H: 0.7538 -4.0554 -9.9406
H: 2.5994 -2.6479 -9.2818
H: 2.2052 -3.8562 -8.0333
H: 1.2210 -0.9589 -8.0748
H: 2.4713 -1.6060 -7.0102
N: -1.6499 0.2249 4.4508
C: -2.5357 1.2186 4.2910
S: -2.1730 2.6145 3.4406
N: -3.7739 1.0639 4.8335
C: -4.2158 0.1171 5.7879
C: -5.5418 -0.3048 5.7276
C: -6.0351 -1.1938 6.6673
C: -5.2093 -1.6739 7.6742
C: -3.8904 -1.2520 7.7379
C: -3.3905 -0.3542 6.8061
H: -0.8372 0.2560 3.8450
H: -1.9566 -0.6809 4.7689
H: -4.4145 1.8029 4.5935
H: -6.1810 0.0759 4.9399
H: -7.0668 -1.5154 6.6150
H: -5.5981 -2.3597 8.4149
H: -3.2460 -1.6082 8.5307
H: -2.3743 0.0066 6.8849

Its orbital gap is 0.165 hartree. As for the net charge: +1. The LUMO energy is -0.1238 Ha. The HOMO energy comes out at -7.9 eV.

=====

# 2
DFT (ωB97M-V with the def2-TZVPD basis set) results for a molecular structure, C40H49BBrF4GeNP2Pd in a non-equilibrium geometry.

Positions of all 100 atoms, in Å:
Pd: 0.0020 0.2889 0.0823
C: -3.0905 -0.5539 2.3301
C: -1.8597 -1.4489 2.1301
P: -1.6229 -1.7768 0.3218
C: -3.0879 -2.8738 0.1252
C: -4.3028 -2.4723 -0.4088
C: -5.4085 -3.3033 -0.3027
C: -5.3026 -4.5288 0.3302
C: -4.0818 -4.9357 0.8463
C: -2.9715 -4.1200 0.7436
C: -0.2441 -2.9268 0.0174
C: -0.3689 -3.7819 -1.0823
C: 0.6803 -4.6029 -1.4482
C: 1.8661 -4.5653 -0.7311
C: 1.9974 -3.7164 0.3571
C: 0.9548 -2.8834 0.7283
C: -2.8517 0.9329 2.0477
P: -2.1628 1.3521 0.3856
C: -2.1230 3.1730 0.3558
C: -1.7741 3.9338 1.4701
C: -1.7614 5.3146 1.3812
C: -2.0844 5.9449 0.1899
C: -2.4230 5.1912 -0.9245
C: -2.4247 3.8114 -0.8495
C: -3.5140 1.0163 -0.7949
C: -3.2932 0.2976 -1.9652
C: -4.3206 0.1107 -2.8761
C: -5.5756 0.6383 -2.6146
C: -5.7996 1.3630 -1.4528
C: -4.7710 1.5669 -0.5509
H: -3.4038 -0.6360 3.3743
H: -3.9119 -0.9246 1.7071
H: -2.0188 -2.4103 2.6313
H: -0.9827 -0.9793 2.5694
H: -4.3995 -1.5205 -0.9096
H: -6.3546 -2.9783 -0.7058
H: -6.1655 -5.1700 0.4162
H: -3.9939 -5.8878 1.3436
H: -2.0222 -4.4492 1.1425
H: -1.3064 -3.8194 -1.6266
H: 0.5705 -5.2703 -2.2894
H: 2.6829 -5.2060 -1.0159
H: 2.9132 -3.7146 0.9261
H: 1.0572 -2.2386 1.5908
H: -2.1608 1.3452 2.7881
H: -3.8034 1.4647 2.1496
H: -1.4995 3.4524 2.3937
H: -1.5108 5.9024 2.2497
H: -2.0669 7.0204 0.1204
H: -2.6936 5.6771 -1.8482
H: -2.6818 3.2235 -1.7196
H: -2.3120 -0.1231 -2.1623
H: -4.1506 -0.4495 -3.7828
H: -6.3752 0.4880 -3.3222
H: -6.7741 1.7829 -1.2571
H: -4.9378 2.1659 0.3322
C: 4.6606 1.8285 -1.4867
C: 4.9440 3.1270 -0.7467
C: 5.0404 2.9523 0.7671
C: 3.7198 2.6478 1.4440
Ge: 3.1226 0.6602 1.4264
C: 3.9161 -0.7179 2.7665
C: 5.3630 -1.1360 2.5992
C: 5.6031 -2.1654 1.4989
C: 5.2748 -1.6278 0.1163
H: 4.5699 2.0185 -2.5519
H: 3.7331 1.3581 -1.1414
H: 5.4746 1.1234 -1.3432
H: 4.1678 3.8581 -0.9804
H: 5.8922 3.5266 -1.1074
H: 5.3958 3.8926 1.1963
H: 5.7821 2.1876 1.0147
H: 2.9058 3.2592 1.0481
H: 3.7930 2.7971 2.5239
H: 1.6048 -0.0551 0.1290
H: 3.2479 -1.5800 2.7761
H: 3.7922 -0.1501 3.6890
H: 5.6731 -1.5744 3.5520
H: 5.9995 -0.2633 2.4401
H: 5.0192 -3.0627 1.7075
H: 6.6532 -2.4537 1.5202
H: 4.2036 -1.4164 0.0089
H: 5.5517 -2.3484 -0.6469
H: 5.8347 -0.7114 -0.0684
F: 0.6180 1.9900 1.8929
B: 0.8110 1.2255 3.0679
F: 2.0714 1.4980 3.5546
F: -0.1829 1.3509 3.9403
F: 0.8975 -0.1146 2.5444
Br: 0.9559 2.7233 -1.3516
C: 0.6548 1.3556 -2.6402
C: 0.7762 1.6017 -3.9967
C: 0.5284 0.5505 -4.8682
C: 0.1590 -0.6826 -4.3448
C: 0.0675 -0.8275 -2.9709
N: 0.3159 0.1758 -2.1322
H: 1.0442 2.5839 -4.3474
H: 0.6280 0.6998 -5.9319
H: -0.0546 -1.5208 -4.9868
H: -0.2049 -1.7722 -2.5123

Its orbital gap (spin up / spin down) is 0.239 / 0.230 hartree. As for the net charge: +2. The LUMO energy (spin up / spin down) is -0.2324 / -0.2747 Ha. The multiplicity is 3. The HOMO energy (spin up / spin down) comes out at -12.8 / -13.7 eV.

=====

# 3
DFT (ωB97M-V with the def2-TZVPD basis set) results for a molecular structure, C40H49BBrF4GeNP2Pd in a non-equilibrium geometry.

Positions of all 100 atoms, in Å:
Pd: -0.0486 0.3506 0.1331
C: -3.0426 -0.5469 2.3811
C: -1.7963 -1.4356 2.2288
P: -1.5073 -1.8359 0.4696
C: -2.9824 -2.8362 0.0714
C: -4.0895 -2.3602 -0.6208
C: -5.2264 -3.1485 -0.7445
C: -5.2665 -4.4091 -0.1735
C: -4.1641 -4.8904 0.5228
C: -3.0275 -4.1122 0.6456
C: -0.1120 -2.9749 0.3609
C: -0.0293 -3.8933 -0.6881
C: 1.0835 -4.7100 -0.8109
C: 2.1172 -4.6278 0.1145
C: 2.0351 -3.7248 1.1653
C: 0.9335 -2.8907 1.2838
C: -2.8405 0.9416 2.0787
P: -2.2111 1.4283 0.4367
C: -2.1598 3.2340 0.4851
C: -1.8451 3.9142 1.6634
C: -1.8017 5.2993 1.6750
C: -2.0589 6.0139 0.5136
C: -2.3656 5.3437 -0.6628
C: -2.4173 3.9608 -0.6795
C: -3.4428 1.0698 -0.8305
C: -3.0641 0.5515 -2.0645
C: -4.0010 0.3811 -3.0748
C: -5.3277 0.7105 -2.8455
C: -5.7146 1.2309 -1.6149
C: -4.7757 1.4277 -0.6170
H: -3.3589 -0.6159 3.4227
H: -3.8719 -0.9421 1.7902
H: -1.9492 -2.3847 2.7486
H: -0.9218 -0.9483 2.6714
H: -4.0807 -1.3793 -1.0699
H: -6.0814 -2.7691 -1.2874
H: -6.1535 -5.0206 -0.2676
H: -4.1888 -5.8746 0.9700
H: -2.1760 -4.5078 1.1856
H: -0.8472 -3.9942 -1.3929
H: 1.1354 -5.4294 -1.6169
H: 2.9742 -5.2815 0.0287
H: 2.8220 -3.6890 1.9098
H: 0.8633 -2.2062 2.1222
H: -2.1480 1.3637 2.8059
H: -3.7876 1.4758 2.1972
H: -1.6320 3.3830 2.5776
H: -1.5724 5.8187 2.5951
H: -2.0269 7.0949 0.5288
H: -2.5774 5.9004 -1.5654
H: -2.6681 3.4525 -1.6027
H: -2.0338 0.2843 -2.2389
H: -3.6958 -0.0171 -4.0334
H: -6.0649 0.5725 -3.6249
H: -6.7477 1.4990 -1.4407
H: -5.0856 1.8719 0.3212
C: 4.0843 1.7519 -1.7692
C: 4.5188 2.9266 -0.9056
C: 4.8437 2.5961 0.5468
C: 3.6023 2.2605 1.4104
Ge: 2.9692 0.4502 1.3934
C: 3.8619 -0.8444 2.4982
C: 5.3325 -1.1752 2.2012
C: 5.5076 -2.1460 1.0412
C: 4.9850 -1.6003 -0.2758
H: 3.7982 2.0783 -2.7702
H: 3.2127 1.2222 -1.3644
H: 4.8903 1.0297 -1.8912
H: 3.7482 3.7017 -0.9092
H: 5.4012 3.3799 -1.3605
H: 5.2895 3.4785 1.0074
H: 5.6059 1.8147 0.6097
H: 2.7737 2.9305 1.1802
H: 3.8311 2.3868 2.4744
H: 1.9430 0.0597 0.2996
H: 3.2450 -1.7419 2.5507
H: 3.7825 -0.3436 3.4729
H: 5.7588 -1.6099 3.1067
H: 5.9003 -0.2580 2.0188
H: 5.0121 -3.0920 1.2828
H: 6.5686 -2.3797 0.9427
H: 3.8951 -1.4610 -0.2729
H: 5.1854 -2.2640 -1.1165
H: 5.4631 -0.6450 -0.5016
F: 0.4881 2.2971 2.0049
B: 0.8587 1.6037 3.1828
F: 1.9181 2.2068 3.8014
F: -0.1966 1.3037 3.9701
F: 1.4469 0.3563 2.5772
Br: 0.8295 2.8950 -1.4552
C: 0.6244 1.4157 -2.5967
C: 0.7766 1.5665 -3.9638
C: 0.6083 0.4442 -4.7569
C: 0.3050 -0.7739 -4.1617
C: 0.1704 -0.8249 -2.7907
N: 0.3250 0.2569 -2.0113
H: 1.0150 2.5324 -4.3832
H: 0.7204 0.5181 -5.8303
H: 0.1751 -1.6716 -4.7481
H: -0.0513 -1.7507 -2.2752

Its orbital gap (spin up / spin down) is 0.290 / 0.239 hartree. As for the net charge: +2. The LUMO energy (spin up / spin down) is -0.1897 / -0.2724 Ha. The multiplicity is 3. The HOMO energy (spin up / spin down) comes out at -13.1 / -13.9 eV.

=====

# 4
DFT (ωB97M-V with the def2-TZVPD basis set) results for a molecular structure, C40H49KN5O2 in a non-equilibrium geometry.

Positions of all 97 atoms, in Å:
K: -0.0086 -0.1743 1.0468
O: 1.5917 -1.1124 -0.0054
C: 2.6531 -1.0325 0.8113
C: 3.4303 0.3325 0.6735
C: 2.8180 1.5807 1.2184
C: 3.6594 2.5660 1.7396
C: 3.1006 3.7535 2.1750
C: 1.7304 3.9116 2.1043
C: 0.9490 2.8772 1.5811
C: -0.5210 3.0267 1.4551
C: -1.4166 2.0649 2.3706
O: -1.6616 0.9209 1.7393
C: -0.8259 1.8317 3.7712
C: -1.1142 0.6080 4.3647
C: -0.7656 0.3431 5.6730
C: -0.1009 1.3010 6.4189
C: 0.2163 2.5149 5.8327
C: -0.1477 2.7791 4.5243
C: -2.7149 2.8500 2.7024
C: -3.9254 2.1909 2.5432
C: -5.1246 2.8181 2.8238
C: -5.1360 4.1193 3.2965
C: -3.9334 4.7787 3.4818
C: -2.7378 4.1493 3.1932
N: 1.5087 1.7537 1.1407
C: 3.7539 -2.0637 0.4687
C: 4.7361 -2.4257 1.3814
C: 5.7226 -3.3301 1.0302
C: 5.7436 -3.8822 -0.2422
C: 4.7616 -3.5340 -1.1527
C: 3.7757 -2.6341 -0.7925
C: 2.2368 -1.3634 2.2448
C: 2.4370 -0.5620 3.3576
C: 2.0156 -0.9776 4.6101
C: 1.3935 -2.2006 4.7715
C: 1.1748 -3.0051 3.6638
C: 1.5889 -2.5837 2.4168
H: 3.5417 0.4606 -0.4078
H: 4.4309 0.2209 1.0981
H: 4.7290 2.4085 1.7799
H: 3.7324 4.5504 2.5501
H: 1.2711 4.8405 2.4138
H: -0.8195 2.7477 0.4427
H: -0.7893 4.0696 1.6168
H: -1.6543 -0.1197 3.7788
H: -1.0180 -0.6110 6.1163
H: 0.1631 1.1106 7.4515
H: 0.7444 3.2691 6.4022
H: 0.0934 3.7422 4.1045
H: -3.8966 1.1771 2.1774
H: -6.0561 2.2924 2.6677
H: -6.0712 4.6135 3.5243
H: -3.9286 5.7978 3.8465
H: -1.8170 4.6880 3.3626
H: 4.7220 -2.0052 2.3779
H: 6.4782 -3.6143 1.7524
H: 6.5261 -4.5784 -0.5192
H: 4.7610 -3.9694 -2.1443
H: 2.9841 -2.3552 -1.4713
H: 2.9356 0.3894 3.2632
H: 2.1821 -0.3380 5.4670
H: 1.0880 -2.5322 5.7559
H: 0.6930 -3.9677 3.7746
H: 1.4382 -3.2067 1.5454
N: -2.6202 1.4320 -2.1162
C: -3.3888 0.8069 -1.0348
C: -3.6895 -0.6479 -1.3937
C: -4.4202 -1.4197 -0.2957
C: -3.5803 -1.6945 0.9509
N: -2.6148 -2.7700 0.7169
H: -1.7199 0.9556 -2.1752
H: -2.4100 2.3890 -1.8432
H: -4.3241 1.3720 -0.9330
H: -2.8490 0.8510 -0.0821
H: -2.7518 -1.1521 -1.6297
H: -4.3043 -0.6535 -2.2974
H: -4.7425 -2.3836 -0.6963
H: -5.3095 -0.8607 0.0037
H: -4.2492 -2.0372 1.7511
H: -3.0972 -0.7703 1.2814
H: -1.9391 -2.7632 1.4771
H: -2.0879 -2.5595 -0.1286
N: -0.4994 -1.8985 -2.2742
C: -0.1254 -1.3830 -3.5782
C: 1.2863 -0.7758 -3.6530
C: 1.3497 0.6884 -3.2190
N: 0.6900 0.8754 -1.9427
H: -0.5150 -1.1238 -1.6177
H: 0.2446 -2.4993 -1.9332
H: -0.8614 -0.6274 -3.8630
H: -0.1888 -2.2160 -4.2892
H: 1.6742 -0.8507 -4.6728
H: 1.9389 -1.3562 -2.9983
H: 0.8420 1.3110 -3.9663
H: 2.4113 1.0003 -3.2049
H: 0.8356 1.8243 -1.6123
H: 1.1235 0.2531 -1.2474

Its orbital gap is 0.257 hartree. As for the net charge: -1. The LUMO energy is 0.0812 Ha. The HOMO energy comes out at -4.8 eV.

=====

Record order is preserved below.
ΔE to the lowest compared entry with this formula, charge and spin: 129.8 199.4 0.0 148.2 kJ/mol
Record order is preserved below.
E: -114193.87703 -203918.50865 -203920.57484 -70147.66491 eV